No. 1
{
  "formula": "C6H12N2",
  "method": "the ωB97M-V functional and the def2-TZVPD basis",
  "e_tot_ha": -345.19168,
  "e_above_lowest_kcal_mol": 85.5,
  "smiles": "[H]/N=C(\\C)N/C(C)=C\\C",
  "homo_lumo_gap_ev": 9.2,
  "homo_energy_ev": -8.3,
  "species": ["N", "N", "C", "C", "C", "C", "C", "C", "H", "H", "H", "H", "H", "H", "H", "H", "H", "H", "H", "H"],
  "positions_angstrom": [[-0.164780, -0.368359, 0.047612], [-0.881130, 0.678748, 1.936374], [-2.459914, -1.029645, 1.021740], [0.251659, 0.698081, -2.443802], [-1.058191, -0.202696, 1.085359], [2.113565, 0.151533, 0.980307], [1.173471, 0.063327, -0.237359], [1.406652, 0.516646, -1.428169], [3.137814, 0.153945, 0.261026], [-0.623947, -0.959157, -0.843346], [0.160369, 1.835992, -2.900704], [-2.897426, -0.817800, 0.041754], [2.067217, -0.969197, 1.349361], [0.453642, -0.041409, -3.244245], [-2.191425, -2.128699, 1.243237], [2.426685, 0.992553, -1.535744], [-3.036255, -0.639877, 1.824470], [-0.645380, 0.355620, -1.713741], [-1.419131, 0.628327, 2.877922], [2.186503, 1.082066, 1.677948]],
  "atomic_forces_ev_per_a": [[-2.27, -3.82, -3.51], [0.73, 1.64, 4.19], [3.72, -0.92, -0.20], [-0.10, 0.72, 1.13], [-2.22, -1.46, -1.05], [2.99, -1.84, -2.96], [-2.05, 1.13, 4.15], [1.15, 2.40, -2.41], [-2.02, 0.10, 2.55], [1.73, 1.85, 3.72], [0.20, -3.08, 1.32], [-0.14, -0.49, 0.23], [0.34, 2.65, 0.43], [-0.69, 0.60, 0.07], [-0.80, 1.53, -0.77], [-1.22, -0.78, -0.46], [-0.64, 0.26, 0.45], [1.48, 1.66, -2.96], [0.63, 0.00, -2.71], [-0.81, -2.15, -1.22]],
  "mulliken_charge": [-0.42, -0.70, -1.08, -0.75, 0.51, -0.91, 0.31, -0.28, 0.28, 0.39, 0.31, 0.32, 0.26, 0.27, 0.26, 0.22, 0.37, 0.14, 0.23, 0.26]
}

***

No. 2
{
  "formula": "C3H18B3OSn",
  "method": "the ωB97M-V functional and the def2-TZVPD basis",
  "e_tot_ha": -489.02086,
  "e_above_lowest_kcal_mol": 0.0,
  "homo_lumo_gap_ev": 7.5,
  "homo_energy_ev": -5.5,
  "charge": -1,
  "species": ["Sn", "O", "C", "C", "C", "B", "B", "B", "H", "H", "H", "H", "H", "H", "H", "H", "H", "H", "H", "H", "H", "H", "H", "H", "H", "H"],
  "positions_angstrom": [[-0.507789, -0.973268, 0.058429], [-0.052545, 1.788899, 0.989899], [0.113449, 3.849071, -0.127239], [0.304721, 2.942868, 1.066743], [1.013635, 3.474703, 2.286977], [-2.063681, -3.364531, 1.270383], [0.224377, -0.079909, -2.516209], [0.885148, -3.343315, -0.949471], [1.062716, 4.114208, -0.590263], [-0.590275, -0.937258, -2.661171], [1.794725, 2.829309, 2.691088], [0.393420, 3.778158, 3.130164], [-2.704411, -2.585458, 1.911684], [1.748857, -2.701404, -1.441737], [-0.261309, 0.966051, -2.213550], [0.883637, -3.339384, 0.248490], [-2.478137, -4.450708, 1.485763], [0.957510, -0.394513, -1.603873], [-0.938718, -3.166596, 1.627433], [-0.229272, -3.033319, -1.281264], [-0.474329, 4.740846, 0.092773], [1.584379, 4.364092, 2.000088], [0.848362, -0.005687, -3.512800], [-0.467600, 3.215540, -0.797778], [-2.153183, -3.222013, 0.084718], [1.106303, -4.466377, -1.249271]],
  "atomic_forces_ev_per_a": [[0.59, -2.83, -1.80], [-0.02, -0.06, 0.37], [-0.71, -0.68, -0.03], [0.28, -0.11, 0.08], [1.13, 0.90, 0.12], [-0.16, 0.79, 0.32], [-0.57, 0.31, 0.49], [0.41, 0.59, 0.39], [0.04, 0.07, 0.10], [-0.73, -0.53, 0.23], [-0.40, -0.58, -0.18], [-0.42, -0.20, -0.23], [-0.70, 0.68, 0.17], [0.37, 0.68, -0.23], [-0.44, 0.72, 0.18], [0.27, 0.37, 0.93], [0.04, -0.81, 0.23], [0.60, -0.28, 0.87], [0.90, -0.03, 0.15], [-0.80, 0.57, -0.44], [0.23, 0.12, 0.20], [-0.26, 0.16, -0.04], [0.56, 0.02, -0.48], [0.16, 0.29, -0.39], [-0.04, 0.63, -0.88], [-0.32, -0.82, -0.13]],
  "mulliken_charge": [0.38, -0.41, -0.95, 0.60, -1.09, 0.43, 0.36, 0.35, 0.31, -0.17, 0.33, 0.29, -0.28, -0.23, -0.28, -0.21, -0.18, -0.17, -0.23, -0.15, 0.34, 0.33, -0.16, 0.24, -0.28, -0.16]
}

***

No. 3
{
  "formula": "C5H8O2",
  "method": "the ωB97M-V functional and the def2-TZVPD basis",
  "e_tot_ha": -345.69423,
  "e_above_lowest_kcal_mol": 69.5,
  "smiles": "C#C[C@](C)(O)CO",
  "homo_lumo_gap_ev": 10.5,
  "homo_energy_ev": -9.7,
  "species": ["O", "O", "C", "C", "C", "C", "C", "H", "H", "H", "H", "H", "H", "H", "H"],
  "positions_angstrom": [[0.370146, -1.390255, -1.140589], [-0.239796, -0.929174, 2.041624], [-1.216490, 0.198338, -0.329032], [-2.300575, 0.408741, 0.152184], [0.176077, -0.157450, -0.454827], [0.590516, -0.223031, 1.159423], [1.066401, 0.826025, -1.227125], [0.760692, 0.789795, 1.566473], [1.041230, 1.806974, -0.752972], [-0.233396, -2.062200, -0.796879], [-1.061458, -0.412371, 2.123159], [2.103973, 0.465427, -1.264307], [0.735181, 0.933951, -2.269155], [1.435379, -0.794795, 0.851594], [-3.299289, 0.630983, 0.426728]],
  "atomic_forces_ev_per_a": [[-0.08, -0.09, 0.60], [-0.04, 0.11, -0.69], [-0.85, 0.31, 0.10], [0.02, 0.07, -0.49], [-0.15, 0.36, 0.66], [-0.23, 0.24, -1.86], [-0.10, 0.12, 0.27], [0.34, -0.37, -0.62], [0.05, 0.02, -0.04], [0.02, 0.15, 0.09], [0.23, -0.27, -0.11], [-0.32, -0.01, 0.22], [-0.10, -0.15, 0.38], [1.37, -0.52, 1.44], [-0.18, 0.02, 0.05]],
  "mulliken_charge": [-0.58, -0.47, -1.00, -0.07, 1.45, -0.75, -1.41, 0.30, 0.36, 0.36, 0.29, 0.33, 0.37, 0.37, 0.44]
}

***

No. 4
{
  "formula": "C15H30ClN5O",
  "method": "the ωB97M-V functional and the def2-TZVPD basis",
  "spin_multiplicity": 2,
  "e_tot_ha": -1397.69223,
  "homo_lumo_gap_ev": [9.9, 5.2],
  "homo_energy_ev": [-18.3, -18.3],
  "charge": 3,
  "s2": 0.752,
  "species": ["Cl", "O", "N", "N", "N", "N", "N", "C", "C", "C", "C", "C", "C", "C", "C", "C", "C", "C", "C", "C", "C", "C", "H", "H", "H", "H", "H", "H", "H", "H", "H", "H", "H", "H", "H", "H", "H", "H", "H", "H", "H", "H", "H", "H", "H", "H", "H", "H", "H", "H", "H", "H"],
  "positions_angstrom": [[0.614771, 1.986904, 1.368304], [-4.214420, 0.978695, -1.308868], [3.749512, 3.122957, -3.319047], [3.822971, 1.384193, -1.907395], [-2.269827, 2.219245, -0.943142], [-0.836800, -2.233124, 2.098071], [-2.966906, -2.788397, 2.357376], [2.436084, 2.805741, -3.008077], [2.443090, 1.787667, -2.074829], [4.605577, 2.196979, -2.672191], [-1.979557, -2.030177, 2.863790], [-1.191960, 1.958565, -2.008318], [-4.303178, -4.269843, 3.758939], [3.515367, 0.131014, 0.198975], [-2.559545, 0.141946, 0.355337], [4.252034, 4.026656, -4.389215], [-3.147430, 1.007627, -0.716959], [-4.293076, -2.955785, 2.976169], [4.376767, 0.453534, -0.978056], [0.431186, -1.551880, 2.361541], [-2.536014, -3.525758, 1.257231], [-1.225818, -3.098049, 1.114828], [1.703658, 1.231173, -1.518094], [4.357358, -0.534258, -1.438477], [-0.705548, 1.134268, -1.486750], [1.033932, -1.584350, 1.453933], [3.468512, 4.780102, -4.469915], [-2.763141, 3.096902, -1.023621], [2.603941, -0.428887, -0.010602], [-1.479832, 0.033442, 0.457982], [4.121986, -0.523443, 0.824922], [-0.435462, -3.500706, 0.498702], [5.316765, 0.902402, -0.657081], [-4.041882, -5.106554, 3.111075], [5.113495, 4.520069, -3.939170], [-5.073623, -3.082662, 2.226003], [0.375128, -0.507110, 2.667174], [-3.005509, -0.819386, 0.100277], [-3.232752, -4.207641, 0.792463], [-4.515762, -2.085657, 3.593746], [0.985592, -2.093773, 3.127758], [-1.806535, 2.329797, -0.052509], [1.587790, 3.325294, -3.428620], [-1.552606, 1.715000, -3.007668], [5.683125, 2.127065, -2.651997], [4.626915, 3.572188, -5.306282], [-5.310876, -4.414357, 4.148508], [-0.358875, 2.654011, -1.906208], [-2.994699, 0.558263, 1.263865], [-1.930636, -1.447688, 3.771926], [3.200405, 0.972160, 0.816534], [-3.693692, -4.364376, 4.657662]],
  "atomic_forces_ev_per_a": [[0.00, 0.12, -0.03], [3.51, -0.35, 1.95], [2.04, -3.19, 0.35], [-1.44, 3.48, -2.17], [0.89, 0.61, -0.59], [-3.66, 0.79, 1.44], [0.35, 0.71, 0.35], [0.80, -0.79, 1.10], [2.51, -0.28, -0.60], [-3.96, 0.75, 0.27], [1.31, -1.05, -1.33], [0.59, -0.72, 2.04], [-0.46, -0.21, 0.55], [-0.55, 0.25, 1.49], [-1.21, -0.71, -0.79], [0.11, 0.89, 1.41], [-3.03, 0.70, -1.85], [-0.06, -0.93, 0.84], [-0.55, -1.11, 0.44], [0.96, -0.69, -0.32], [1.33, 2.13, 1.47], [0.90, -1.66, -0.98], [-0.06, 0.30, -0.32], [1.34, 0.17, -0.59], [-0.04, -0.86, -0.87], [-0.08, -0.10, -0.02], [0.23, -0.06, -0.70], [-0.84, 0.29, -0.82], [0.05, -0.12, -0.53], [-0.09, 0.43, -0.35], [-0.08, 0.02, 0.16], [-0.31, 0.03, -0.41], [0.20, -0.80, -0.10], [-0.18, -0.01, -0.05], [-0.03, 0.19, -0.08], [0.33, 0.49, -0.34], [-0.72, -0.19, -0.01], [0.08, -0.27, 0.66], [0.47, -0.02, -0.30], [0.09, -0.05, -0.08], [-0.08, -0.03, 0.01], [0.80, 0.15, 0.35], [0.27, 0.11, -0.07], [-0.21, 0.29, 0.35], [-0.02, 0.35, -0.39], [-0.77, -0.38, 0.09], [-0.14, -0.16, -0.29], [-0.76, 0.87, -0.48], [0.02, -0.26, 0.33], [-0.57, 0.00, -0.05], [0.29, 0.30, 0.03], [0.43, 0.57, -0.19]],
  "mulliken_spin": [1.00, 0.00, 0.00, 0.00, 0.00, 0.00, 0.00, 0.01, -0.02, 0.00, 0.00, 0.01, 0.00, 0.03, -0.01, 0.00, 0.00, 0.00, -0.01, 0.01, 0.00, 0.00, 0.01, 0.00, 0.00, 0.00, 0.00, 0.00, -0.01, 0.01, 0.00, 0.00, 0.00, 0.00, 0.00, 0.00, 0.00, 0.00, 0.00, 0.00, 0.00, 0.00, 0.00, 0.00, 0.00, 0.00, 0.00, 0.00, 0.00, 0.00, 0.00, 0.00]
}